A cluster of 2 separate species, C3H5Cl2O2P in total at a distorted geometry. Source: the OMol25 dataset; level of theory: the ωB97M-V functional and the def2-TZVPD basis.

Properties
**HOMO-LUMO gap (spin up / spin down)**: 5.524 / 5.522 eV
**LUMO (spin up / spin down)**: -2.38 / -2.38 eV
**Largest force on an atom**: 5.96 eV/Å
**Relative energy (zero: lowest compared OMol25 entry of this formula, charge and spin)**: 315.1 kJ/mol

Element x y z (Å)
C1 0.773 0.130 0.469
C2 0.842 0.793 -0.730
C3 1.696 -1.020 0.920
O1 -1.573 0.944 -1.620
O2 1.270 1.470 0.328
P1 -3.067 0.737 -1.288
Cl1 -3.166 -1.339 -1.360
Cl2 -3.215 0.889 0.714
H1 -0.062 0.124 1.187
H2 0.936 1.069 -1.759
H3 2.249 -1.321 0.004
H4 1.013 -1.786 1.302
H5 2.305 -0.689 1.833



An isolated molecule of C3H5NO2S at a distorted geometry. Source: the OMol25 dataset; level of theory: the ωB97M-V functional and the def2-TZVPD basis.

Properties
**HOMO-LUMO gap**: 8.577 eV
**LUMO**: -1.18 eV
**Largest force on an atom**: 5.63 eV/Å
**Relative energy (zero: lowest compared OMol25 entry of this formula, charge and spin)**: 456.5 kJ/mol

Element x y z (Å)
C1 0.636 -0.262 -0.195
C2 -0.589 0.679 -0.120
C3 1.009 -0.905 1.131
N1 -1.431 0.774 -1.277
O1 -2.579 1.054 -0.939
O2 -1.083 0.639 -2.450
S1 1.336 1.452 -0.375
H1 0.745 -0.955 -1.050
H2 -1.166 0.726 0.769
H3 1.422 -0.105 1.873
H4 1.660 -1.716 1.013
H5 0.040 -1.382 1.621



A cluster of 11 separate species, H22O11 in total at a distorted geometry. Source: the OMol25 dataset; level of theory: the ωB97M-V functional and the def2-TZVPD basis.

Properties
**HOMO-LUMO gap**: 9.717 eV
**LUMO**: -0.96 eV
**Largest force on an atom**: 5.15 eV/Å
**Relative energy (zero: lowest compared OMol25 entry of this formula, charge and spin)**: 457.2 kJ/mol

Element x y z (Å)
H1 0.541 0.598 -0.630
H2 -0.728 0.037 -0.059
H3 -4.643 2.349 -0.370
H4 -3.859 1.234 -1.111
H5 -0.761 3.256 -0.160
H6 0.221 3.307 -1.200
H7 3.693 -0.695 1.710
H8 4.207 -0.699 0.276
H9 -1.823 -0.142 2.089
H10 -1.811 -0.677 3.565
H11 3.478 0.931 -1.228
H12 2.972 1.442 0.091
H13 -2.197 -2.763 -0.371
H14 -1.463 -3.077 -1.642
H15 -2.848 -1.150 -0.119
H16 -3.792 -0.182 0.496
H17 2.527 -2.812 0.970
H18 3.008 -3.216 -0.478
H19 0.768 2.697 1.337
H20 1.638 2.973 0.121
H21 1.191 -1.173 -2.356
H22 0.019 -1.788 -1.365
O1 0.084 0.541 0.224
O2 -4.614 1.454 -0.553
O3 -0.619 3.569 -1.063
O4 4.338 -1.142 1.101
O5 -2.055 -0.896 2.675
O6 3.705 1.624 -0.527
O7 -2.174 -3.432 -1.050
O8 -3.455 -1.108 0.620
O9 2.376 -2.633 0.046
O10 1.152 3.455 0.746
O11 0.924 -1.884 -1.785



An isolated molecule of CH4O. Source: the OMol25 dataset; level of theory: the ωB97M-V functional and the def2-TZVPD basis.

Properties
**HOMO-LUMO gap**: 11.505 eV
**LUMO**: 1.06 eV
**Largest force on an atom**: 0.78 eV/Å
**Relative energy (zero: lowest compared OMol25 entry of this formula, charge and spin)**: 5.4 kJ/mol

Element x y z (Å)
C1 -16.494 24.808 9.991
O1 -16.317 23.489 9.504
H1 -15.997 25.481 9.291
H2 -17.523 25.120 10.185
H3 -16.002 24.833 10.961
H4 -16.741 23.324 8.662



A structure of composition C10H43N17O8PS at a distorted geometry. Source: the OMol25 dataset; level of theory: the ωB97M-V functional and the def2-TZVPD basis.

Properties
**HOMO-LUMO gap**: 5.876 eV
**Charge**: -1
**LUMO**: 1.52 eV
**Largest force on an atom**: 14.92 eV/Å

Element x y z (Å)
C1 3.838 0.202 1.934
N1 2.514 -0.216 1.513
C2 1.895 0.519 0.419
P1 2.438 -0.227 -1.227
S1 3.042 -1.284 -3.302
H1 3.844 1.199 2.402
H2 4.490 0.251 1.061
H3 4.268 -0.507 2.644
H4 1.888 -0.261 2.308
H5 2.066 1.606 0.451
H6 0.827 0.343 0.546
H7 3.643 0.610 -1.348
H8 1.690 0.800 -1.962
H9 1.288 -1.129 -1.226
H10 3.213 -1.248 -0.552
H11 4.371 -1.411 -3.189
C3 -2.351 1.464 1.974
O1 -1.305 1.837 1.469
N2 -3.353 2.328 2.317
N3 -2.605 0.143 2.227
H12 -4.227 2.060 2.732
H13 -3.199 3.301 2.133
H14 -1.865 -0.543 2.067
H15 -3.470 -0.165 2.630
C4 -0.034 -2.894 1.964
O2 -0.567 -1.822 2.249
N4 1.285 -3.078 1.748
N5 -0.796 -4.019 1.800
H16 1.653 -3.984 1.525
H17 1.911 -2.286 1.715
H18 -1.786 -3.929 1.916
H19 -0.412 -4.888 1.475
C5 -1.921 -1.452 -1.822
O3 -2.000 -2.373 -2.657
N6 -1.384 -0.237 -2.081
N7 -2.384 -1.609 -0.549
H20 -1.252 0.459 -1.366
H21 -0.973 -0.080 -2.983
H22 -2.773 -2.499 -0.308
H23 -2.348 -0.887 0.151
C6 -5.942 4.073 4.439
O4 -5.940 3.265 3.521
N8 -5.474 5.342 4.295
N9 -6.434 3.760 5.676
H24 -5.499 6.027 5.026
H25 -5.115 5.612 3.396
H26 -6.781 2.829 5.808
H27 -6.441 4.402 6.445
C7 5.961 -1.184 -6.541
O5 7.039 -1.025 -7.097
N10 5.084 -0.175 -6.293
N11 5.533 -2.410 -6.103
H28 4.204 -0.351 -5.837
H29 5.345 0.757 -6.550
H30 6.143 -3.190 -6.250
H31 4.671 -2.532 -5.597
C8 6.520 -2.562 0.923
O6 6.588 -2.384 2.130
N12 5.388 -2.393 0.198
N13 7.621 -2.960 0.197
H32 5.326 -2.548 -0.792
H33 4.548 -2.078 0.655
H34 8.479 -3.085 0.700
H35 7.603 -3.097 -0.795
C9 -0.164 -4.318 -1.854
O7 0.275 -5.405 -1.481
N14 0.574 -3.380 -2.504
N15 -1.463 -3.943 -1.631
H36 0.202 -2.482 -2.761
H37 1.542 -3.572 -2.684
H38 -2.054 -4.587 -1.139
H39 -1.841 -2.981 -1.953
C10 -6.692 6.898 0.820
O8 -6.331 7.683 1.683
N16 -6.400 7.086 -0.502
N17 -7.404 5.771 1.112
H40 -6.669 6.445 -1.223
H41 -5.863 7.898 -0.741
H42 -7.609 5.600 2.079
H43 -7.694 5.100 0.427



The ion C2H3N4O with charge -1 at a distorted geometry. Source: the OMol25 dataset; level of theory: the ωB97M-V functional and the def2-TZVPD basis.

Properties
**HOMO-LUMO gap (spin up / spin down)**: 6.072 / 6.072 eV
**Charge**: -1
**LUMO (spin up / spin down)**: 3.89 / 3.89 eV
**Largest force on an atom**: 4.49 eV/Å
**Relative energy (zero: lowest compared OMol25 entry of this formula, charge and spin)**: 592.4 kJ/mol

Element x y z (Å)
C1 -1.290 -0.661 -0.126
C2 0.026 -0.071 0.060
N1 -3.460 -1.530 0.038
N2 -3.978 -0.406 0.083
N3 -2.005 -1.640 -0.106
N4 -3.393 0.681 -0.055
O1 -3.677 1.943 -0.014
H1 0.184 0.311 1.004
H2 0.073 0.842 -0.721
H3 0.748 -0.876 0.029